This record from the OMol25 dataset describes a structure of composition C26H15ClIrN5O6Se. The level of theory is ωB97M-V/def2-TZVPD.

CARTESIAN COORDINATES (ANGSTROEM)
Ir  0.2458  0.4850  0.1605
O  0.8628  4.2094  -2.3353
C  0.8552  3.0344  -1.5862
O  -0.1496  2.4167  -1.2123
C  2.2170  2.6342  -1.1590
C  3.4004  3.2821  -1.6340
C  4.6139  2.8400  -1.0910
C  4.6265  1.8322  -0.1217
C  3.3760  1.2835  0.2760
N  2.1511  1.5751  -0.2894
C  3.1583  0.3018  1.3835
O  4.2593  -0.0525  2.1586
O  2.0323  -0.1268  1.6091
H  -0.0813  4.4154  -2.5182
H  3.3410  4.0770  -2.3590
H  5.5512  3.2930  -1.3906
H  5.5842  1.4952  0.2610
H  5.0630  0.3913  1.8151
Se  -0.9341  -5.9945  -4.2725
N  -0.1982  -5.7239  -2.5601
C  -0.4113  -4.4509  -2.3011
C  0.0263  -3.8505  -1.0351
C  0.4942  -4.6378  0.0077
C  0.8189  -3.9373  1.1720
C  0.7102  -2.5289  1.2519
N  0.2897  -1.7012  0.2305
C  -0.1306  -2.4215  -0.8881
C  -0.8325  -1.6206  -1.8702
N  -0.9314  -0.2674  -1.5488
C  -1.8048  0.4031  -2.3729
C  -2.4887  -0.1591  -3.4852
C  -2.2975  -1.4927  -3.8579
C  -1.4178  -2.2124  -3.0437
C  -1.1490  -3.6266  -3.3096
N  -1.5402  -4.2165  -4.4173
H  0.5854  -5.7086  -0.0978
H  1.1626  -4.4699  2.0434
H  0.9370  -2.0692  2.2043
H  -1.9876  1.4474  -2.1496
H  -3.1904  0.4412  -4.0538
H  -2.7397  -1.9941  -4.7129
Cl  -4.3014  2.6834  5.9868
C  -3.5192  2.0068  4.6241
C  -4.0937  0.9160  3.9278
C  -3.4537  0.3726  2.8266
C  -2.1918  0.8631  2.2984
O  -1.6714  0.2565  1.2776
C  -1.6503  2.0324  3.0525
C  -0.3920  2.5609  2.6241
O  0.3589  2.2391  1.6900
C  -2.3127  2.5668  4.2060
H  -5.0463  0.5688  4.3034
H  -3.8538  -0.4893  2.2925
H  -0.0435  3.4270  3.2330
H  -1.9066  3.4009  4.7571

Results
2S+1: 6
Total charge: +3
Energy (eV): -127618.4943
Frontier orbital gap (spin up / spin down) (eV): 6.292 / 3.924
Energy above the lowest of the compared OMol25 structures with the same formula, charge and spin (kcal per mole): 0.0


This record from the OMol25 dataset describes a structure of composition C26H16CuN2O12. The level of theory is ωB97M-V/def2-TZVPD.

CARTESIAN COORDINATES (ANGSTROEM)
Cu  1.8388  -0.6763  1.0181
C  -5.8905  -0.1829  -3.8992
C  -4.6102  0.5450  -3.5946
C  -3.2647  -0.2642  -3.3867
O  -2.4110  0.3062  -2.6544
C  -3.3666  -1.7704  -3.6361
C  -4.5277  -2.3832  -3.9837
C  -5.8175  -1.5443  -4.0943
O  -6.9387  -2.0974  -4.3734
O  -4.3893  -3.6613  -4.3523
O  -4.6409  1.6360  -3.1521
H  -6.8377  0.3068  -4.0703
H  -2.5028  -2.4134  -3.5543
C  3.7929  5.3480  -0.0085
C  2.3746  5.3673  -0.0841
C  1.7951  6.4331  -1.1020
O  0.6151  6.1400  -1.4703
C  2.7501  7.3999  -1.7206
C  4.0588  7.3559  -1.4533
C  4.6072  6.1782  -0.6800
O  5.9077  6.0226  -0.4722
O  4.8783  8.3302  -1.8452
O  1.6508  4.4369  0.4080
H  4.1448  4.6318  0.7192
H  2.3237  8.0949  -2.4288
C  -4.4627  -5.1101  1.1946
C  -5.8891  -5.2529  0.8740
C  -6.7175  -3.9585  0.8337
O  -7.9767  -3.9760  0.6305
C  -6.1017  -2.7198  1.1987
C  -4.7635  -2.6177  1.5001
C  -3.8798  -3.8794  1.4931
O  -2.5751  -3.9464  1.5550
O  -4.3442  -1.3976  1.6793
O  -6.3132  -6.3733  0.6317
H  -3.7897  -5.9499  1.1035
H  -6.6818  -1.8118  1.2732
N  2.0783  -1.3859  5.7331
C  3.3594  -1.5308  5.2023
C  3.9828  -0.2601  5.2557
C  3.1121  0.6476  5.7997
C  1.9641  -0.0785  6.1771
H  1.4473  -2.1449  5.9470
H  3.5865  -2.5448  4.9081
H  5.0307  -0.1220  5.0338
H  3.3936  1.6720  5.9942
H  1.1099  0.3526  6.6780
N  5.4238  -0.0610  -1.6623
C  4.4222  -0.4651  -2.5348
C  4.1315  -1.8067  -2.3135
C  4.7691  -2.1708  -1.1533
C  5.6291  -1.1183  -0.7877
H  5.9203  0.8181  -1.6353
H  4.0935  0.0987  -3.3953
H  3.2701  -2.3218  -2.7123
H  4.8746  -3.1122  -0.6347
H  6.3560  -1.0120  0.0040

Results
Total charge: -5
Energy (eV): -99389.4378
Frontier orbital gap (eV): 1.778


This record from the OMol25 dataset describes a structure of composition C26H16F4GaN11O3S. The level of theory is ωB97M-V/def2-TZVPD.

CARTESIAN COORDINATES (ANGSTROEM)
Ga  1.2749  1.3793  -0.0714
N  5.6598  1.8305  6.5462
C  4.5893  1.6398  5.7465
C  3.3404  2.2001  6.0735
C  2.2533  2.0104  5.2561
C  2.3805  1.2469  4.0936
C  3.6146  0.6897  3.7533
C  4.7059  0.8825  4.5616
S  1.0069  1.0285  3.0885
O  -0.1728  1.4800  3.7543
O  1.0066  -0.2977  2.4852
N  1.2218  1.9537  1.7283
C  1.9347  3.1065  1.5309
N  2.2769  4.0065  2.4232
C  2.9107  5.0709  1.9267
C  3.1757  5.2579  0.5709
C  2.7939  4.2562  -0.2948
N  2.2013  3.1617  0.1930
H  5.5660  2.3068  7.4252
H  6.5359  1.3767  6.3623
H  3.2357  2.7783  6.9818
H  1.2968  2.4408  5.5142
H  3.7165  0.0860  2.8590
H  5.6591  0.4398  4.3050
H  3.2126  5.8222  2.6469
H  3.6693  6.1479  0.2141
H  2.9691  4.2946  -1.3621
C  3.2288  -3.5725  -1.7177
N  2.8463  -2.1886  -1.4716
C  2.8664  -1.1729  -2.5288
C  2.3246  0.0055  -1.7810
O  2.0102  1.1648  -2.0916
N  2.1148  -0.3365  -0.4954
C  2.3937  -1.6670  -0.3318
N  2.2152  -2.2575  0.8237
H  4.2806  -3.6256  -1.9949
H  2.6132  -3.9894  -2.5130
H  3.0788  -4.1667  -0.8211
H  2.2270  -1.4437  -3.3711
H  3.8786  -0.9826  -2.8934
H  1.8094  -1.7097  1.5868
H  2.3847  -3.2409  0.9526
F  -1.5677  3.3317  1.1677
C  -2.8842  3.3364  1.3887
C  -3.4163  4.2556  2.2080
F  -2.6254  5.1339  2.7808
C  -4.8460  4.3141  2.4761
C  -5.6335  3.3072  1.7793
C  -5.0824  2.3906  0.9581
F  -5.8509  1.5012  0.3571
C  -3.6664  2.3327  0.7174
C  -3.0996  1.3726  -0.0923
C  -1.7047  1.2701  -0.2978
N  -0.5971  1.1226  -0.5832
C  -3.7856  0.3182  -0.7783
N  -4.2301  -0.5414  -1.3961
F  -6.9307  3.2938  1.9661
C  -5.4038  5.2362  3.3087
C  -4.6445  6.2275  4.0105
N  -4.0543  7.0096  4.6089
C  -6.8075  5.3166  3.5783
N  -7.9183  5.4503  3.8375

Results
Total charge: +2
Energy (eV): -123820.8728
Frontier orbital gap (spin up / spin down) (eV): 4.829 / 4.828
Energy above the lowest of the compared OMol25 structures with the same formula, charge and spin (kcal per mole): 1.5


This record from the OMol25 dataset describes a structure of composition C26H17F2N3O2SY. The level of theory is ωB97M-V/def2-TZVPD.

CARTESIAN COORDINATES (ANGSTROEM)
Y  0.8422  -0.8559  -0.2833
F  6.4845  -0.7394  -1.5118
C  5.5405  -0.7502  -0.5645
C  4.2088  -0.8299  -0.9337
C  3.1953  -0.8525  0.0235
C  3.5652  -0.7833  1.3950
C  4.9249  -0.6741  1.7078
F  5.3534  -0.5663  2.9808
C  5.9224  -0.6624  0.7548
C  2.5059  -0.8162  2.4401
C  2.7406  -0.8262  3.8172
C  1.6790  -0.8523  4.7039
C  0.3759  -0.8726  4.2311
C  0.1967  -0.8736  2.8670
N  1.2217  -0.8456  2.0018
H  3.9950  -0.8782  -1.9967
H  6.9600  -0.5841  1.0449
H  3.7438  -0.8185  4.2013
H  1.8742  -0.8598  5.7679
H  -0.4751  -0.8957  4.8953
H  -0.7998  -0.9072  2.4357
O  -2.8311  -1.5098  0.7625
S  -2.0363  -1.5198  -0.4281
O  -0.8511  -2.4381  -0.4125
N  -1.2674  -0.1653  -0.7242
C  -1.7180  1.1404  -0.6001
C  -3.0133  1.5920  -0.6231
C  -3.2826  2.9707  -0.5029
C  -2.2772  3.8844  -0.3656
C  -0.9315  3.4518  -0.3262
C  0.1678  4.3225  -0.1719
C  1.4379  3.8142  -0.1179
C  1.6217  2.4293  -0.2122
N  0.6230  1.5760  -0.3677
C  -0.6525  2.0739  -0.4345
C  -3.0391  -1.9689  -1.8051
C  -2.4531  -2.0492  -3.0610
C  -3.2379  -2.3824  -4.1501
C  -4.5953  -2.6274  -3.9740
C  -5.1690  -2.5422  -2.7132
C  -4.3898  -2.2113  -1.6154
H  -3.8306  0.8914  -0.7339
H  -4.3122  3.3011  -0.5252
H  -2.4921  4.9412  -0.2797
H  -0.0078  5.3881  -0.0941
H  2.2992  4.4548  0.0019
H  2.6171  2.0022  -0.1568
H  -1.3954  -1.8546  -3.1845
H  -2.7943  -2.4514  -5.1335
H  -5.2072  -2.8869  -4.8273
H  -6.2242  -2.7364  -2.5804
H  -4.8130  -2.1463  -0.6218

Results
Total charge: +1
Energy (eV): -53113.5596
Frontier orbital gap (eV): 7.967
Energy above the lowest of the compared OMol25 structures with the same formula, charge and spin (kcal per mole): 0.0


Repeat the first record exactly.
This record from the OMol25 dataset describes a structure of composition C26H15ClIrN5O6Se. The level of theory is ωB97M-V/def2-TZVPD.

CARTESIAN COORDINATES (ANGSTROEM)
Ir  0.2458  0.4850  0.1605
O  0.8628  4.2094  -2.3353
C  0.8552  3.0344  -1.5862
O  -0.1496  2.4167  -1.2123
C  2.2170  2.6342  -1.1590
C  3.4004  3.2821  -1.6340
C  4.6139  2.8400  -1.0910
C  4.6265  1.8322  -0.1217
C  3.3760  1.2835  0.2760
N  2.1511  1.5751  -0.2894
C  3.1583  0.3018  1.3835
O  4.2593  -0.0525  2.1586
O  2.0323  -0.1268  1.6091
H  -0.0813  4.4154  -2.5182
H  3.3410  4.0770  -2.3590
H  5.5512  3.2930  -1.3906
H  5.5842  1.4952  0.2610
H  5.0630  0.3913  1.8151
Se  -0.9341  -5.9945  -4.2725
N  -0.1982  -5.7239  -2.5601
C  -0.4113  -4.4509  -2.3011
C  0.0263  -3.8505  -1.0351
C  0.4942  -4.6378  0.0077
C  0.8189  -3.9373  1.1720
C  0.7102  -2.5289  1.2519
N  0.2897  -1.7012  0.2305
C  -0.1306  -2.4215  -0.8881
C  -0.8325  -1.6206  -1.8702
N  -0.9314  -0.2674  -1.5488
C  -1.8048  0.4031  -2.3729
C  -2.4887  -0.1591  -3.4852
C  -2.2975  -1.4927  -3.8579
C  -1.4178  -2.2124  -3.0437
C  -1.1490  -3.6266  -3.3096
N  -1.5402  -4.2165  -4.4173
H  0.5854  -5.7086  -0.0978
H  1.1626  -4.4699  2.0434
H  0.9370  -2.0692  2.2043
H  -1.9876  1.4474  -2.1496
H  -3.1904  0.4412  -4.0538
H  -2.7397  -1.9941  -4.7129
Cl  -4.3014  2.6834  5.9868
C  -3.5192  2.0068  4.6241
C  -4.0937  0.9160  3.9278
C  -3.4537  0.3726  2.8266
C  -2.1918  0.8631  2.2984
O  -1.6714  0.2565  1.2776
C  -1.6503  2.0324  3.0525
C  -0.3920  2.5609  2.6241
O  0.3589  2.2391  1.6900
C  -2.3127  2.5668  4.2060
H  -5.0463  0.5688  4.3034
H  -3.8538  -0.4893  2.2925
H  -0.0435  3.4270  3.2330
H  -1.9066  3.4009  4.7571

Results
2S+1: 6
Total charge: +3
Energy (eV): -127618.4943
Frontier orbital gap (spin up / spin down) (eV): 6.292 / 3.924
Energy above the lowest of the compared OMol25 structures with the same formula, charge and spin (kcal per mole): 0.0